ORCA calculation (ωB97M-V with the def2-TZVPD basis set) on C13H21O4PPd as an isolated structure at a distorted geometry.

CARTESIAN COORDINATES (ANGSTROEM)
H: 1.308 2.534 4.564
C: 1.954 -0.937 -0.109
C: 2.542 0.603 3.098
H: 2.566 -2.148 2.837
H: 2.875 0.134 2.163
H: -1.863 -1.205 4.892
H: 0.013 -1.019 5.449
C: -0.089 1.705 0.019
H: -1.951 1.987 2.661
H: 0.953 1.779 2.266
C: -1.789 -0.177 2.944
C: 1.613 -2.695 2.844
H: -0.442 -2.469 3.407
H: -2.407 1.042 1.218
H: -2.233 -1.074 2.480
H: -3.190 -0.097 4.570
C: -2.108 -0.238 4.441
O: -0.251 2.844 0.055
O: 3.045 -1.307 -0.121
C: 1.068 1.028 3.065
H: 0.865 -2.561 5.446
H: 1.755 -1.084 5.074
H: 3.161 1.497 3.256
H: 1.394 -3.032 1.824
C: 0.645 1.677 4.381
C: -1.407 -1.542 -0.060
P: 0.004 -0.376 2.423
C: -2.433 1.061 2.314
H: 1.759 -3.593 3.465
C: 0.480 -1.866 3.457
H: -3.489 1.101 2.618
H: -0.379 2.064 4.366
H: -1.615 0.570 4.999
C: 0.030 -0.135 -2.306
O: 0.014 0.013 -3.442
Pd: 0.100 -0.255 -0.291
C: 0.792 -1.590 4.934
H: 2.760 -0.081 3.925
O: -2.335 -2.223 -0.056
H: 0.768 0.995 5.231

Summary:
- <S²> = 2.012
- energy (Ha) = -1277.4252
- 2S+1 = 3
- gap between HOMO and LUMO (spin up / spin down) (eV) = 8.31 / 5.19
- net charge = +2
- HOMO (spin up / spin down) (eV) = -15.924 / -17.340